Record 1
{
  "formula": "C4H4CaN2O3S",
  "method": "ωB97M-V/def2-TZVPD",
  "charge": 2,
  "lumo_ev": -8.69,
  "gap_ev": 8.687,
  "homo_energy_ev": -17.4,
  "symbols": ["O", "C", "Ca", "C", "C", "O", "O", "N", "C", "N", "S", "H", "H", "H", "H"],
  "coordinates": [[-4.127, -0.448, 1.838], [-3.285, -0.356, 1.077], [0.018, -0.064, -1.375], [-1.888, 0.935, -2.601], [-0.752, -2.396, -1.700], [-2.745, 1.289, -3.316], [-1.087, -3.501, -1.896], [2.168, 0.342, -0.139], [1.408, 0.151, 1.079], [1.400, 1.261, 1.856], [0.290, -1.105, 1.234], [2.673, 1.246, -0.211], [2.800, -0.446, -0.392], [0.951, 1.184, 2.772], [2.176, 1.907, 1.775]],
  "atomic_forces_ev_per_a": [[1.83, 0.20, -1.63], [-1.76, -0.18, 1.50], [0.65, -0.05, 0.96], [-5.61, 2.37, -4.68], [-2.13, -6.87, -1.47], [4.85, -1.98, 4.16], [1.86, 6.14, 1.22], [0.17, -0.30, 0.14], [-0.36, 1.78, -0.30], [0.42, -1.65, -0.04], [0.88, 0.45, -0.43], [-0.24, -0.85, 0.23], [-0.55, 0.62, 0.49], [0.04, 0.22, -0.42], [-0.06, 0.10, 0.27]]
}

Record 2
{
  "formula": "C6H14O",
  "method": "ωB97M-V/def2-TZVPD",
  "charge": 0,
  "lumo_ev": 0.85,
  "smiles": "C=C(C)CCC.O",
  "gap_ev": 9.989,
  "homo_energy_ev": -9.1,
  "symbols": ["C", "C", "C", "C", "C", "C", "H", "H", "H", "H", "H", "H", "H", "H", "H", "H", "H", "H", "O", "H", "H"],
  "coordinates": [[0.988, 1.433, -0.485], [-0.066, 0.704, -0.812], [-0.295, 0.197, -2.246], [-1.312, 0.660, 0.053], [-1.686, -0.819, 0.392], [-0.454, -1.576, 0.843], [1.845, 1.619, -1.114], [1.032, 1.903, 0.491], [-0.233, -0.893, -2.103], [0.432, 0.602, -2.935], [-1.342, 0.317, -2.516], [-1.150, 1.148, 1.014], [-2.028, 1.287, -0.478], [-2.351, -0.779, 1.261], [-2.192, -1.460, -0.329], [0.306, -0.919, 1.264], [-0.679, -2.253, 1.675], [0.081, -2.133, 0.083], [2.978, 0.705, 1.971], [2.301, 0.025, 2.012], [3.826, 0.232, 1.959]],
  "atomic_forces_ev_per_a": [[0.19, 0.10, 0.62], [-0.93, 1.51, -1.37], [-0.05, -1.16, 2.19], [0.72, -0.96, -0.31], [-0.28, 0.40, 0.71], [0.73, -0.25, 1.08], [-0.03, -0.14, -0.27], [0.10, -0.10, 0.07], [0.40, -0.01, -0.78], [-0.06, -0.15, -0.28], [0.10, 0.55, -0.33], [0.26, 0.05, 0.01], [-0.57, -0.46, 0.05], [-0.15, 0.01, -0.20], [-0.15, 0.61, -0.52], [-0.05, 0.33, 0.00], [-0.13, -0.20, -0.33], [-0.17, -0.14, -0.36], [0.51, -0.06, 0.07], [-0.01, -0.10, -0.06], [-0.45, 0.16, 0.02]]
}

Record 3
{
  "formula": "C13H9Cl2N3O2S2",
  "method": "ωB97M-V/def2-TZVPD",
  "charge": 0,
  "lumo_ev": -0.48,
  "smiles": "Cn1c(SCC(=O)c2cc(Cl)c(Cl)s2)nnc1-c1ccco1",
  "gap_ev": 7.520,
  "homo_energy_ev": -8.0,
  "symbols": ["C", "N", "C", "S", "C", "C", "O", "C", "C", "C", "Cl", "C", "Cl", "S", "N", "N", "C", "C", "C", "C", "C", "O", "H", "H", "H", "H", "H", "H", "H", "H", "H"],
  "coordinates": [[-1.273, -1.866, 0.326], [-1.432, -0.525, -0.158], [-0.512, 0.244, -0.806], [1.091, -0.310, -1.190], [1.850, 1.298, -1.608], [2.696, 1.748, -0.435], [2.387, 2.682, 0.267], [3.901, 0.963, -0.184], [4.411, -0.132, -0.835], [5.612, -0.586, -0.266], [6.498, -1.932, -0.847], [6.010, 0.169, 0.813], [7.410, -0.078, 1.745], [4.906, 1.451, 1.149], [-1.011, 1.414, -1.109], [-2.268, 1.444, -0.666], [-2.537, 0.291, -0.099], [-3.800, -0.044, 0.484], [-4.932, 0.726, 0.589], [-5.890, -0.078, 1.241], [-5.280, -1.271, 1.485], [-4.015, -1.264, 1.032], [-0.226, -2.151, 0.229], [-1.575, -1.922, 1.372], [-1.890, -2.554, -0.255], [1.026, 1.991, -1.779], [2.446, 1.152, -2.507], [3.951, -0.613, -1.677], [-5.037, 1.731, 0.239], [-6.894, 0.193, 1.494], [-5.623, -2.171, 1.955]],
  "atomic_forces_ev_per_a": [[-0.01, -0.56, 0.20], [-0.10, 0.87, -0.28], [-0.10, 0.17, -0.05], [0.27, -0.20, -0.13], [-0.29, -0.10, 0.17], [-0.39, 0.04, -0.28], [0.05, 0.02, 0.00], [0.90, -0.18, 0.49], [-0.30, 0.46, 0.18], [0.40, 0.23, 0.56], [0.02, -0.10, -0.08], [-0.49, 0.06, -0.34], [0.03, 0.03, 0.06], [0.07, -0.47, -0.40], [1.03, -0.22, -0.31], [-1.37, -0.08, 0.54], [0.73, -0.02, -0.27], [-1.16, 0.80, 0.10], [0.85, -0.39, -0.15], [0.15, -0.62, 0.18], [-0.87, 0.37, 0.17], [0.53, -0.12, -0.15], [-0.07, -0.01, 0.06], [0.10, -0.05, -0.09], [0.08, 0.00, 0.06], [0.18, 0.04, -0.05], [-0.03, 0.02, -0.01], [-0.08, -0.08, -0.20], [0.03, 0.24, -0.10], [-0.22, -0.01, 0.08], [0.05, -0.15, 0.04]]
}

Record 4
{
  "formula": "C6H14NO",
  "method": "ωB97M-V/def2-TZVPD",
  "charge": -1,
  "lumo_ev": 4.21,
  "gap_ev": 7.330,
  "homo_energy_ev": -3.1,
  "symbols": ["C", "C", "N", "C", "H", "H", "H", "H", "H", "H", "H", "C", "O", "C", "C", "H", "H", "H", "H", "H", "H", "H"],
  "coordinates": [[1.101, 0.415, -2.256], [-0.247, 0.364, -2.268], [-1.050, -0.442, -1.531], [-2.434, -0.045, -1.419], [1.672, -0.201, -1.574], [1.613, 1.076, -2.941], [-0.771, 1.023, -2.967], [-0.649, -0.876, -0.558], [-2.978, -0.824, -0.885], [-2.583, 0.894, -0.861], [-2.891, 0.083, -2.408], [-0.410, -0.402, 1.655], [-0.338, -1.388, 0.710], [0.838, 0.495, 1.680], [2.090, -0.306, 2.018], [-0.524, -0.826, 2.680], [-1.292, 0.267, 1.519], [0.708, 1.312, 2.404], [0.952, 0.939, 0.688], [2.993, 0.311, 2.009], [2.204, -1.111, 1.293], [1.996, -0.759, 3.011]],
  "atomic_forces_ev_per_a": [[-0.06, 0.02, -0.03], [-0.01, -0.06, -0.04], [-0.02, 0.20, 0.17], [0.10, -0.07, -0.03], [0.06, 0.00, -0.02], [0.06, -0.01, 0.03], [-0.01, 0.01, -0.01], [-0.08, -0.05, -0.09], [-0.04, -0.01, -0.02], [0.01, 0.00, 0.00], [-0.07, 0.00, -0.02], [0.02, -0.14, -0.09], [0.05, -0.01, 0.10], [0.09, -0.03, 0.06], [-0.07, 0.03, -0.01], [-0.03, 0.04, 0.03], [0.00, 0.04, 0.00], [-0.04, 0.01, 0.00], [-0.02, 0.07, -0.02], [0.02, 0.01, 0.00], [0.00, -0.03, 0.01], [0.03, -0.01, -0.01]]
}

Record 5
{
  "formula": "C5H14",
  "method": "ωB97M-V/def2-TZVPD",
  "charge": 0,
  "lumo_ev": 1.17,
  "smiles": "CCC.CC",
  "gap_ev": 12.512,
  "homo_energy_ev": -11.3,
  "symbols": ["C", "C", "C", "H", "H", "H", "H", "H", "H", "H", "H", "C", "C", "H", "H", "H", "H", "H", "H"],
  "coordinates": [[2.254, -0.983, 2.075], [1.174, -0.664, 1.007], [0.744, 0.816, 0.994], [1.908, -1.781, 2.729], [3.196, -1.301, 1.630], [2.412, -0.123, 2.718], [0.284, -1.264, 1.192], [1.619, -0.917, 0.052], [-0.301, 0.927, 0.720], [1.397, 1.348, 0.295], [0.986, 1.264, 1.961], [-1.618, -0.315, -1.751], [-2.303, 1.004, -2.098], [-0.557, -0.293, -2.011], [-1.619, -0.577, -0.694], [-2.066, -1.143, -2.291], [-3.387, 0.877, -2.087], [-2.046, 1.358, -3.098], [-2.079, 1.767, -1.343]],
  "atomic_forces_ev_per_a": [[-0.61, -0.11, -0.07], [0.32, 0.29, 0.56], [1.11, -0.26, -0.06], [0.10, -0.15, 0.03], [0.02, 0.13, 0.07], [0.26, 0.15, 0.05], [0.10, -0.26, -0.17], [-0.41, -0.22, -0.35], [0.03, 0.26, 0.03], [-0.36, 0.15, -0.13], [-0.57, 0.03, 0.06], [0.50, -0.04, -0.17], [-0.31, -0.14, 0.51], [0.00, 0.05, -0.15], [-0.38, 0.19, 0.09], [-0.03, -0.14, -0.11], [-0.04, 0.02, 0.03], [0.16, 0.03, 0.15], [0.11, 0.03, -0.35]]
}

Record 6
{
  "formula": "C5H6O",
  "method": "ωB97M-V/def2-TZVPD",
  "charge": 0,
  "lumo_ev": 0.59,
  "smiles": "C=C=C(C)C=O",
  "gap_ev": 10.426,
  "homo_energy_ev": -9.8,
  "symbols": ["C", "C", "C", "C", "C", "O", "H", "H", "H", "H", "H", "H"],
  "coordinates": [[1.511, -1.778, -0.205], [0.666, -0.796, -0.066], [-0.217, 0.172, 0.042], [-0.070, 1.395, 0.907], [-1.462, 0.044, -0.757], [-2.347, 0.870, -0.735], [1.471, -2.652, 0.440], [2.286, -1.749, -0.968], [0.858, 1.366, 1.483], [-0.079, 2.297, 0.288], [-0.919, 1.471, 1.594], [-1.531, -0.869, -1.383]],
  "atomic_forces_ev_per_a": [[-0.11, 0.13, 0.01], [0.00, -0.05, -0.02], [0.10, -0.09, -0.01], [0.06, 0.05, 0.08], [-0.22, 0.16, -0.02], [0.34, -0.32, -0.02], [-0.02, 0.14, -0.06], [-0.11, 0.03, 0.10], [-0.13, -0.01, -0.09], [-0.01, -0.13, 0.08], [0.11, -0.01, -0.10], [-0.01, 0.11, 0.06]]
}

no.,calculated total energy (eV)
1,-42593.81728
2,-8495.54193
3,-68906.37707
4,-9986.13150
5,-5411.72427
6,-7327.87010